(1)
Formula: C30H42ClNO7V
Source: the Open Molecules 2025 dataset
Level of theory: ωB97M-V/def2-TZVPD

Geometry as XYZ:
```
82
Properties=species:S:1:pos:R:3:lowdin_spin:R:1
V 0.72014 0.43225 0.07736 2.6135
O -2.40570 2.30482 -0.98909 0.0079
C -1.97028 1.77370 -2.23741 0.0029
C -2.40768 0.32394 -2.43886 0.0005
N -1.81408 -0.60521 -1.47912 0.0020
C -2.62244 -0.93715 -0.32568 0.0032
C -1.94523 -0.50489 1.00141 0.0158
O -0.69418 -0.23537 0.88296 0.0535
O -2.61012 -0.48099 2.02789 0.0120
C -1.15494 -1.72665 -2.12918 0.0014
C 0.09321 -1.26411 -2.94108 0.0029
O 0.27195 -1.80132 -4.04673 0.0034
O 0.82449 -0.41601 -2.36332 0.0271
H -1.91557 1.85299 -0.29156 0.0065
H -0.88209 1.82534 -2.34252 0.0017
H -2.43311 2.40066 -3.00520 0.0001
H -2.10484 0.02104 -3.44599 0.0001
H -3.50537 0.29165 -2.38903 0.0002
H -2.79694 -2.01652 -0.24901 0.0012
H -3.59626 -0.44535 -0.36632 0.0001
H -1.83397 -2.26719 -2.80555 0.0000
H -0.78759 -2.42095 -1.36842 0.0008
C 0.96258 -1.32937 3.28976 0.0040
C 1.47623 -2.28939 2.36451 0.0041
C 2.30194 -1.59913 1.46323 0.0085
C 2.18101 -0.18309 1.76965 0.0159
C 1.39510 -0.06623 2.96907 0.0050
C 1.16687 1.18381 3.79258 0.0013
C 1.05397 2.42529 2.91176 0.0144
C 2.36024 1.36734 4.74696 0.0001
C -0.11979 1.04878 4.61777 0.0003
C 3.39288 -2.09457 0.50175 0.0015
C 4.21223 -3.21235 1.16924 0.0003
C 2.86480 -2.56354 -0.86338 0.0046
C 4.39653 -0.96914 0.19637 0.0017
C 0.96845 -3.73386 2.46170 0.0000
C 0.93406 -4.47795 1.12123 0.0001
C 1.79930 -4.53137 3.48174 0.0001
C -0.49497 -3.73565 2.95730 0.0001
H 0.29670 -1.56064 4.10954 0.0004
H 2.98896 0.51533 1.57912 0.0040
H 1.96916 2.61214 2.35494 0.0008
H 0.84075 3.31132 3.51957 0.0010
H 0.24931 2.30815 2.18238 0.0109
H 3.28464 1.47361 4.17498 0.0000
H 2.45945 0.49613 5.39865 0.0001
H 2.23427 2.26023 5.37200 0.0001
H -0.94966 0.76038 3.96933 0.0002
H -0.36040 1.99934 5.10580 0.0000
H -0.01022 0.28570 5.39309 0.0000
H 3.63405 -4.12287 1.30651 0.0000
H 4.55540 -2.88011 2.15211 0.0001
H 5.08600 -3.46355 0.55729 0.0001
H 2.11051 -3.34062 -0.77334 0.0001
H 3.68748 -2.95361 -1.47453 0.0002
H 2.41420 -1.72249 -1.38811 0.0035
H 4.85966 -0.59176 1.11068 0.0002
H 3.91325 -0.14177 -0.32624 0.0015
H 5.18678 -1.35870 -0.45327 0.0001
H 1.92383 -4.69405 0.72610 0.0000
H 0.38923 -3.88123 0.38752 0.0001
H 0.41145 -5.43264 1.24028 0.0000
H 2.84948 -4.57593 3.19069 0.0000
H 1.42173 -5.55721 3.57860 0.0000
H 1.74238 -4.04681 4.45863 0.0000
H -1.09164 -3.00550 2.41091 0.0001
H -0.56887 -3.49324 4.01790 0.0000
H -0.94104 -4.72623 2.81419 0.0000
Cl 5.54777 2.96060 -5.89684 0.0022
C 4.56908 2.88562 -4.44895 0.0085
C 3.84730 1.73549 -4.16974 -0.0003
C 3.08615 1.67393 -3.01567 0.0075
C 3.03996 2.76578 -2.14461 0.0003
C 3.75839 3.92160 -2.46182 0.0077
C 4.52710 3.98834 -3.60759 -0.0010
C 2.26557 2.72372 -0.88601 0.0475
O 2.12016 3.73405 -0.19052 0.0679
O 1.74642 1.56730 -0.60880 0.0161
H 3.88299 0.89687 -4.85238 -0.0002
H 2.50369 0.78584 -2.78079 0.0008
H 3.68956 4.75398 -1.77448 0.0010
H 5.09250 4.87833 -3.85071 -0.0003
```

Properties
HOMO-LUMO gap (alpha / beta)   4.5899 / 5.5407 eV
Total energy   -85827.146 eV
Expectation value of S²   3.764
Multiplicity   4
Net charge   -2


(2)
Formula: C30H42N2O7SSe2Y
Source: the Open Molecules 2025 dataset
Level of theory: ωB97M-V/def2-TZVPD

Geometry as XYZ:
```
85
Properties=species:S:1:pos:R:3:mulliken_charge:R:1
Y 0.41167 -0.34613 0.61535 0.6329
C 1.34235 -3.59363 1.33963 -1.0205
C -0.04148 -3.56642 0.71551 -0.6066
O -0.10198 -2.54761 -0.30083 0.4884
C 0.43957 -2.90111 -1.59072 -0.7447
C 1.85994 -2.40598 -1.68942 -0.8304
O 1.87659 -1.02226 -1.28546 0.2634
C 2.20727 -0.11947 -2.36503 -0.7911
C 2.41788 1.23625 -1.75953 -1.0151
O 1.35817 1.45890 -0.82543 0.5952
C 1.11830 2.84454 -0.56493 -0.9895
C 0.08376 2.88141 0.53232 -0.3634
O 0.39813 1.86574 1.50111 -0.0965
C 1.40895 2.20288 2.47144 -0.8759
C 2.72895 1.57671 2.08588 -0.7946
O 2.44754 0.22660 1.68868 0.5145
C 3.54461 -0.69919 1.77477 -0.8159
C 2.96582 -2.02793 2.17803 -0.8599
O 1.80381 -2.23539 1.35566 0.5286
H 2.05006 -4.20314 0.77454 0.4211
H 1.28232 -3.98566 2.35763 0.4287
H -0.79024 -3.28740 1.45589 0.1469
H -0.30955 -4.53504 0.29520 0.6372
H -0.19051 -2.40426 -2.32943 0.0555
H 0.37978 -3.97950 -1.74113 0.5991
H 2.22094 -2.50468 -2.71326 0.7096
H 2.53417 -2.94981 -1.03205 0.1457
H 1.38928 -0.09912 -3.08580 0.3279
H 3.12194 -0.45583 -2.85365 0.5738
H 2.39156 1.99109 -2.54700 0.5056
H 3.37550 1.29961 -1.23482 0.4234
H 0.74234 3.33098 -1.46672 0.4601
H 2.05191 3.32577 -0.26114 0.4551
H -0.90057 2.62600 0.14567 -0.3844
H 0.02963 3.85774 1.01212 0.6212
H 1.07347 1.79333 3.42148 0.1020
H 1.49709 3.28587 2.55592 0.5817
H 3.38519 1.57085 2.95626 0.7811
H 3.22370 2.09865 1.26451 0.2308
H 4.25710 -0.36378 2.52719 0.6181
H 4.03860 -0.75334 0.80270 0.2976
H 3.68872 -2.82780 2.00827 0.5080
H 2.66498 -2.01617 3.22716 0.2051
Se -0.29925 -1.05237 3.49451 0.0368
Se -1.95979 0.62625 3.33040 0.0026
C -2.91499 -0.42351 2.04368 -0.0980
C -4.28665 -0.54608 2.18692 -0.7085
C -4.98584 -1.32064 1.27300 -0.6170
C -4.27315 -1.96872 0.27559 -0.8648
C -2.90521 -1.79275 0.21234 -0.4481
N -2.21042 -1.00921 1.06040 0.9636
C 0.66898 -0.42921 5.06263 0.4581
C 0.02061 -0.48265 6.28242 -0.8091
C 0.74868 -0.10238 7.40207 -0.4761
C 2.06922 0.28021 7.24596 -0.8077
C 2.61913 0.27660 5.97083 -0.2602
N 1.92783 -0.06340 4.87655 0.0530
H -4.78786 -0.06455 3.01527 0.5268
H -6.05869 -1.43368 1.35700 0.4760
H -4.76388 -2.60569 -0.44711 0.5420
H -2.33392 -2.28497 -0.56077 0.2129
H -1.00675 -0.81167 6.36072 0.4593
H 0.28777 -0.11973 8.38098 0.4566
H 2.67063 0.57278 8.09541 0.4440
H 3.65149 0.56751 5.81676 0.4392
C -2.72446 1.90200 -7.92215 -1.4774
C -2.21016 1.71644 -6.52134 0.7521
C -1.77369 0.47227 -6.07043 -1.1017
C -1.28345 0.30719 -4.78297 0.1575
C -1.23344 1.39948 -3.93921 -0.1162
C -1.66510 2.64552 -4.34772 -0.3712
C -2.14739 2.79436 -5.63929 -0.7520
S -1.47923 0.29956 -1.60079 0.3673
C -2.95880 1.27460 -1.29395 -1.1687
O -0.67169 1.28160 -2.63949 0.3242
H -2.85604 0.94915 -8.42996 0.3634
H -2.03054 2.50568 -8.50901 0.3314
H -3.68047 2.42548 -7.91969 0.3833
H -1.81653 -0.37930 -6.73774 0.3620
H -0.95355 -0.66825 -4.43868 0.3343
H -1.61383 3.48943 -3.66989 0.4153
H -2.48377 3.76991 -5.96906 0.4228
H -2.70048 2.26999 -0.93832 0.3538
H -3.56038 0.75033 -0.55345 0.2942
H -3.51218 1.34015 -2.22901 0.4747
```

Properties
HOMO-LUMO gap   6.9501 eV
Total energy   -191653.878 eV
Relative energy (zero: lowest compared OMol25 entry of this formula, charge and spin)   0.0 kJ/mol
Net charge   +3


(3)
Formula: C30H43BrEuN2P2
Source: the Open Molecules 2025 dataset
Level of theory: ωB97M-V/def2-TZVPD

Geometry as XYZ:
```
79
Properties=species:S:1:pos:R:3:lowdin_spin:R:1
C -2.12145 5.69155 -1.56104 0.0015
C -2.08570 4.41523 -2.15341 0.0043
C -2.60610 4.28456 -3.45043 0.0015
C -3.09682 5.41940 -4.10893 -0.0001
N -3.09718 6.62753 -3.54136 0.0011
C -2.64161 6.76560 -2.29526 -0.0001
C -1.48589 3.28136 -1.46833 0.0052
C -0.59547 2.51023 -1.03724 0.0061
C 0.44297 1.61041 -0.65239 0.0000
C 1.27462 1.79961 0.49568 0.0027
C 2.11878 0.79098 0.90336 -0.0004
C 2.04728 -0.49142 0.28739 0.0025
C 1.53279 -0.52872 -1.04264 -0.0004
C 0.67901 0.46553 -1.47174 0.0029
Eu -2.49562 1.65947 -0.04529 6.9906
P 3.24974 -1.77189 0.85286 0.0003
H -2.58025 3.32645 -3.97096 0.0001
H -1.74052 5.86392 -0.55667 0.0001
H -3.45583 5.32211 -5.14001 0.0000
H -2.65284 7.76875 -1.85724 0.0000
H 0.15265 0.37866 -2.43442 0.0002
H 1.21333 2.74427 1.04993 0.0001
H 1.74704 -1.37404 -1.70414 0.0000
H 2.81806 0.93903 1.73452 0.0000
C 2.51824 -2.65573 2.25557 0.0000
C 2.76969 -4.14859 2.33232 0.0000
H 1.42445 -2.44515 2.17093 -0.0001
H 2.86480 -2.14646 3.17005 0.0000
H 2.15345 -4.57095 3.13457 0.0000
H 2.49759 -4.65907 1.40139 0.0000
H 3.81596 -4.36014 2.58075 0.0000
C 3.67593 -2.76861 -0.58650 0.0000
C 4.60085 -2.00557 -1.54163 0.0000
H 2.73556 -3.05881 -1.08075 0.0000
H 4.13674 -3.70915 -0.23080 0.0000
H 4.87448 -2.68307 -2.35783 0.0000
H 4.10641 -1.12520 -1.97635 0.0000
H 5.52843 -1.68576 -1.05588 0.0000
C 4.79058 -1.03272 1.43491 0.0001
C 5.87841 -2.03353 1.84240 0.0000
H 4.51526 -0.38743 2.28293 0.0000
H 5.15509 -0.37629 0.63006 0.0000
H 6.67803 -1.49970 2.36829 0.0000
H 5.50911 -2.81116 2.52875 0.0000
H 6.34512 -2.52610 0.97651 0.0000
Br -0.24493 -1.19437 1.41565 -0.0019
P -3.22839 -2.11975 -1.32964 -0.0003
C -1.53930 -2.83011 -1.54596 -0.0002
C -1.51704 -4.35344 -1.42190 -0.0001
H -0.88939 -2.35648 -0.78503 0.0000
H -1.20520 -2.52846 -2.55141 0.0000
H -0.48180 -4.70834 -1.49653 0.0000
H -1.91207 -4.70798 -0.45992 0.0000
H -2.08854 -4.83403 -2.22322 0.0000
C -3.41483 -2.24686 0.49830 0.0005
C -4.68780 -3.01646 0.87366 0.0000
H -3.42802 -1.24059 0.94753 0.0006
H -2.51571 -2.75503 0.88311 0.0000
H -4.75781 -3.11075 1.96763 0.0000
H -5.58698 -2.49277 0.52091 0.0000
H -4.69283 -4.02413 0.44479 0.0000
C -2.89401 -0.37347 -1.70324 -0.0055
C -2.94425 0.00618 -3.19392 0.0008
H -1.86486 -0.18680 -1.28732 -0.0011
H -3.74082 0.15110 -1.18580 -0.0016
H -2.94328 1.10223 -3.29659 0.0005
H -2.06477 -0.38101 -3.73819 0.0000
H -3.85049 -0.38991 -3.67681 0.0000
C -0.15896 3.39035 4.02046 0.0004
C -0.69015 4.33425 3.13210 -0.0001
C -1.63301 3.92973 2.18933 0.0010
N -2.06856 2.64517 2.13100 -0.0123
C -1.54033 1.73354 2.97500 0.0002
C -0.56348 2.06271 3.91470 0.0002
H 0.55073 3.69484 4.78280 0.0000
H -0.39353 5.38130 3.14807 0.0000
H -2.10194 4.62382 1.49012 0.0005
H -1.93780 0.71309 2.90524 0.0005
H -0.16509 1.27304 4.54317 0.0000
```

Properties
HOMO-LUMO gap (alpha / beta)   5.8661 / 5.9053 eV
Total energy   -142721.034 eV
Expectation value of S²   15.760
Multiplicity   8
Relative energy (zero: lowest compared OMol25 entry of this formula, charge and spin)   51.8 kJ/mol
Net charge   +2